Record 1
{
  "formula": "CH3N2O3S",
  "method": "ωB97M-V with the def2-TZVPD basis set",
  "homo_ev": -4.74,
  "de_lowest_kcal_mol": 85.0,
  "spin_multiplicity": 1,
  "total_energy_ha": -773.256303,
  "charge": -1,
  "symbols": ["C", "N", "N", "O", "O", "O", "S", "H", "H", "H"],
  "positions_angstrom": [[0.05112, 1.15178, -2.09181], [0.91516, 2.02348, -1.72989], [0.94819, 0.34320, -1.59955], [0.11055, -1.40506, 2.97935], [1.06703, -0.22634, 1.03242], [-1.43116, -0.89439, 1.00941], [0.27969, -1.38405, 1.53501], [-0.94540, 1.16329, -2.42258], [-1.83763, -0.93267, 1.78947], [0.84246, 0.16076, -0.50182]],
  "atomic_forces_ev_per_a": [[0.28, 3.70, 0.92], [-1.29, -1.51, -1.18], [2.17, -1.84, 2.67], [-0.07, 0.25, 0.75], [-0.38, -0.18, 0.62], [3.91, -0.03, -4.68], [-0.80, 0.08, -1.46], [-1.18, -0.22, -0.71], [-2.77, -0.19, 5.09], [0.14, -0.06, -2.03]],
  "lowdin_charge": [-0.41, 0.10, 0.03, -0.52, -0.53, -0.34, 0.68, 0.08, -0.11, 0.03]
}

=====

Record 2
{
  "formula": "C20H27ClN4O4S",
  "method": "ωB97M-V with the def2-TZVPD basis set",
  "homo_ev": -8.42,
  "spin_multiplicity": 1,
  "smiles": "CC(C)(C)OC(=O)NCCCCCc1nnc(SCC(=O)Nc2cccc(Cl)c2)o1",
  "total_energy_ha": -2156.749396,
  "charge": 0,
  "symbols": ["C", "C", "C", "C", "O", "C", "O", "N", "C", "C", "C", "C", "C", "C", "N", "N", "C", "S", "C", "C", "O", "N", "C", "C", "C", "C", "C", "Cl", "C", "O", "H", "H", "H", "H", "H", "H", "H", "H", "H", "H", "H", "H", "H", "H", "H", "H", "H", "H", "H", "H", "H", "H", "H", "H", "H", "H", "H"],
  "positions_angstrom": [[3.20781, -1.30822, 0.12174], [2.71148, -1.17085, 1.55878], [3.88343, -1.26555, 2.53717], [1.65598, -2.22438, 1.88972], [2.16950, 0.15401, 1.78941], [1.12730, 0.61136, 1.07748], [0.54390, 0.02930, 0.18973], [0.81701, 1.85596, 1.51066], [-0.26297, 2.64378, 0.96667], [-1.57196, 2.50501, 1.75203], [-1.99463, 1.03620, 1.82545], [-3.50602, 0.83067, 1.88084], [-3.85339, -0.66525, 1.81705], [-3.19813, -1.26927, 0.63469], [-3.37384, -0.97132, -0.60694], [-2.48338, -1.68705, -1.32682], [-1.79877, -2.39290, -0.47367], [-0.51627, -3.49133, -0.80429], [-0.27281, -3.15407, -2.58411], [0.52149, -1.86232, -2.79333], [1.71558, -1.88602, -2.98776], [-0.26533, -0.76288, -2.75234], [0.11889, 0.57510, -2.75836], [1.43174, 0.99729, -2.94687], [1.72435, 2.34830, -2.93358], [0.73311, 3.29564, -2.74156], [-0.56991, 2.86282, -2.55625], [-1.82578, 4.02558, -2.28961], [-0.88964, 1.51867, -2.56345], [-2.20645, -2.18870, 0.79090], [3.91858, -0.51621, -0.10398], [2.38314, -1.24262, -0.58082], [3.69811, -2.26876, -0.00665], [4.62167, -0.50125, 2.30986], [3.53399, -1.11648, 3.55562], [4.34900, -2.24338, 2.46092], [0.79038, -2.09687, 1.24755], [2.06237, -3.21887, 1.73200], [1.34117, -2.12886, 2.92709], [1.32371, 2.20067, 2.30958], [-0.42149, 2.28835, -0.05336], [0.05075, 3.69027, 0.93108], [-1.46112, 2.92483, 2.75364], [-2.33282, 3.08375, 1.22636], [-1.61303, 0.54330, 0.93101], [-1.52617, 0.55592, 2.68759], [-3.96707, 1.32878, 1.02687], [-3.92002, 1.25661, 2.79609], [-3.49170, -1.18299, 2.70631], [-4.93424, -0.79233, 1.74071], [0.31411, -3.99615, -2.94836], [-1.25324, -3.12655, -3.05529], [-1.24721, -0.91687, -2.51501], [2.20992, 0.26744, -3.09235], [2.74446, 2.67138, -3.07537], [0.96277, 4.34902, -2.73141], [-1.90834, 1.19829, -2.40303]],
  "atomic_forces_ev_per_a": [[-0.26, 0.18, 0.15], [0.20, -0.55, -0.08], [-0.37, 0.21, -0.21], [0.00, 0.35, -0.03], [0.21, -0.02, 0.15], [0.00, 0.30, 0.17], [-0.05, -0.30, -0.23], [0.16, 0.22, 0.32], [-0.31, 0.05, 0.00], [0.25, -0.21, -0.18], [-0.28, 0.25, -0.02], [0.28, -0.14, 0.11], [0.00, 0.15, 0.10], [-0.40, 0.12, -0.46], [-0.92, 0.71, 1.00], [0.93, -1.01, -0.16], [-0.42, 0.34, -0.65], [0.38, -0.38, -0.05], [-0.06, 0.13, 0.35], [-0.41, -0.34, -0.11], [0.37, -0.04, 0.00], [-0.35, 0.15, -0.04], [0.25, 0.36, -0.10], [0.12, -0.18, -0.02], [-0.15, 0.06, 0.04], [-0.05, 0.10, 0.04], [0.20, -0.23, -0.12], [-0.16, 0.13, 0.06], [0.08, 0.04, -0.04], [0.23, -0.11, -0.03], [0.12, 0.06, -0.02], [0.02, -0.05, -0.05], [0.10, -0.12, 0.00], [0.11, 0.06, -0.03], [-0.02, -0.01, 0.13], [0.05, -0.12, -0.02], [-0.01, -0.04, -0.02], [0.08, -0.14, 0.00], [0.01, -0.02, 0.14], [0.03, -0.07, -0.09], [0.02, 0.14, 0.08], [0.01, -0.07, -0.10], [-0.04, 0.10, 0.04], [-0.07, 0.10, 0.00], [0.04, -0.06, 0.04], [0.07, -0.10, -0.01], [-0.05, 0.05, 0.01], [-0.09, 0.05, -0.01], [-0.08, 0.00, 0.03], [0.05, -0.11, 0.05], [-0.04, 0.10, 0.02], [0.02, -0.05, -0.08], [0.27, -0.14, -0.08], [0.01, -0.02, -0.01], [0.10, 0.02, -0.02], [-0.01, 0.11, 0.00], [-0.14, -0.01, 0.02]],
  "lowdin_charge": [-0.01, -0.56, -0.02, -0.02, 0.04, -0.55, 0.08, 0.10, -0.18, -0.16, -0.21, -0.19, -0.10, -0.35, 0.12, 0.02, -0.67, 1.05, -0.32, -0.53, 0.06, 0.14, -0.22, -0.01, -0.07, -0.12, -0.69, 0.67, -0.06, 0.09, 0.10, 0.06, 0.09, 0.09, 0.08, 0.09, 0.03, 0.09, 0.09, 0.15, 0.09, 0.12, 0.11, 0.11, 0.09, 0.13, 0.12, 0.12, 0.13, 0.12, 0.09, 0.08, 0.09, 0.10, 0.11, 0.10, 0.11]
}

=====

Record 3
{
  "formula": "C4H8N3",
  "method": "ωB97M-V with the def2-TZVPD basis set",
  "homo_ev": -13.68,
  "de_lowest_kcal_mol": 110.4,
  "spin_multiplicity": 1,
  "smiles": "C=C/N=N/C(C)=[NH2+]",
  "total_energy_ha": -321.115422,
  "charge": 1,
  "symbols": ["C", "C", "N", "N", "C", "C", "N", "H", "H", "H", "H", "H", "H", "H", "H"],
  "positions_angstrom": [[-0.94637, -1.03190, 3.06214], [-0.14564, -0.31379, 2.22295], [-0.23613, -0.46733, 0.87978], [0.62369, -0.12277, 0.09950], [0.42477, 0.05296, -1.32584], [-0.53396, 1.08848, -1.83438], [1.50978, -0.21210, -2.02308], [-0.67763, -0.92071, 4.12354], [-1.80080, -1.59245, 2.61652], [0.55784, 0.44563, 2.65351], [-0.13238, 2.00706, -1.34088], [-1.46325, 0.93177, -1.41442], [-0.46374, 1.05129, -2.87951], [1.41688, 0.19186, -2.89136], [1.86696, -1.10800, -1.94848]],
  "atomic_forces_ev_per_a": [[0.44, 0.94, -1.48], [0.80, 0.78, 2.41], [-2.67, -1.44, -0.90], [0.56, 1.01, -1.83], [1.22, 0.90, 3.14], [3.01, -0.08, 1.98], [-2.57, 0.58, 1.00], [-0.81, -0.37, -0.48], [0.95, 0.08, 0.84], [-0.22, -0.98, -0.58], [-0.40, -0.19, -0.85], [-2.23, -0.41, 0.57], [-0.39, 0.55, -1.43], [0.60, 0.54, -2.73], [1.73, -1.90, 0.36]],
  "lowdin_charge": [0.14, -0.20, 0.02, 0.11, -0.22, 0.05, 0.25, 0.09, 0.10, 0.13, 0.14, 0.07, 0.08, 0.10, 0.13]
}

=====

Record 4
{
  "formula": "C20H24O6",
  "method": "ωB97M-V with the def2-TZVPD basis set",
  "homo_ev": -8.16,
  "de_lowest_kcal_mol": 39.6,
  "spin_multiplicity": 1,
  "smiles": "c1ccc2c(c1)OCCOCCOc1ccccc1OCCOCCO2",
  "total_energy_ha": -1227.869583,
  "charge": 0,
  "symbols": ["C", "C", "C", "C", "C", "C", "O", "C", "C", "O", "C", "C", "O", "C", "C", "C", "C", "C", "C", "O", "C", "C", "O", "C", "C", "O", "H", "H", "H", "H", "H", "H", "H", "H", "H", "H", "H", "H", "H", "H", "H", "H", "H", "H", "H", "H", "H", "H", "H", "H"],
  "positions_angstrom": [[-0.24415, 4.85897, -1.62333], [0.47131, 5.42411, -0.58897], [0.90190, 4.63549, 0.46918], [0.61833, 3.28272, 0.48649], [-0.07840, 2.69411, -0.59156], [-0.51936, 3.49817, -1.62880], [-0.21500, 1.34194, -0.50127], [-0.73749, 0.59566, -1.57799], [-2.26839, 0.48401, -1.47642], [-2.84711, -0.35907, -2.44519], [-2.89179, -1.73614, -2.15126], [-1.67347, -2.53888, -2.64856], [-0.56134, -2.50090, -1.78688], [-0.60114, -3.15792, -0.58758], [-1.57526, -4.05616, -0.18960], [-1.49557, -4.67331, 1.05181], [-0.44499, -4.39128, 1.89734], [0.53901, -3.49077, 1.51275], [0.47819, -2.86739, 0.27841], [1.39390, -1.98938, -0.22270], [2.38715, -1.45310, 0.61996], [1.81056, -0.41188, 1.58296], [2.88786, 0.29065, 2.18119], [2.48897, 1.36851, 2.99045], [2.15103, 2.64780, 2.21107], [0.94830, 2.43095, 1.50564], [-0.59062, 5.47045, -2.44254], [0.69552, 6.47965, -0.59232], [1.45438, 5.08022, 1.28252], [-1.06843, 3.07598, -2.45573], [-0.28213, -0.39394, -1.48306], [-0.44847, 1.02095, -2.54496], [-2.52429, 0.14562, -0.46218], [-2.72356, 1.46681, -1.63629], [-3.77873, -2.10931, -2.67366], [-3.02100, -1.89223, -1.07211], [-1.97568, -3.57443, -2.84706], [-1.31813, -2.09327, -3.58096], [-2.40629, -4.28660, -0.83775], [-2.26441, -5.37065, 1.34694], [-0.38031, -4.86571, 2.86451], [1.35320, -3.28461, 2.18874], [2.92933, -2.23609, 1.16244], [3.08827, -0.95279, -0.05233], [1.20488, -0.89377, 2.36600], [1.16369, 0.26347, 1.01471], [1.62044, 1.08907, 3.60192], [3.34008, 1.57793, 3.64438], [2.04389, 3.47500, 2.92787], [2.96533, 2.88130, 1.51377]],
  "atomic_forces_ev_per_a": [[0.05, 0.15, 0.03], [-0.04, 0.09, -0.12], [0.02, -0.23, 0.15], [-0.08, -0.18, -0.08], [0.19, -0.01, 0.25], [-0.03, -0.27, 0.02], [-0.03, 0.38, 0.24], [-0.30, -0.40, -0.36], [0.20, 0.30, 0.24], [0.22, 0.06, -0.20], [0.23, -0.29, -0.11], [-0.62, 0.11, -0.06], [0.29, -0.13, 0.36], [0.19, 0.16, -0.02], [0.04, 0.13, -0.22], [0.02, -0.06, 0.14], [-0.13, -0.10, 0.01], [0.18, 0.16, -0.12], [-0.11, 0.02, -0.21], [-0.40, -0.20, -0.09], [0.35, 0.37, 0.49], [-0.30, -0.17, -0.22], [0.12, -0.14, -0.26], [-0.12, 0.43, -0.14], [0.37, -0.24, 0.36], [-0.19, 0.10, -0.25], [-0.03, 0.05, -0.07], [0.01, 0.09, 0.00], [0.05, 0.01, 0.10], [-0.05, -0.09, -0.06], [-0.09, 0.24, -0.09], [0.01, -0.01, 0.05], [0.01, 0.04, -0.07], [0.06, -0.07, 0.13], [0.08, -0.07, 0.10], [-0.05, -0.01, -0.08], [0.04, 0.06, -0.01], [-0.10, -0.10, 0.05], [-0.06, 0.02, -0.09], [-0.06, -0.06, 0.03], [0.01, -0.04, 0.08], [0.11, 0.07, 0.03], [-0.02, 0.02, -0.09], [-0.04, -0.08, 0.11], [0.05, 0.06, -0.07], [0.09, -0.19, 0.09], [0.07, 0.02, 0.04], [-0.14, 0.06, 0.02], [0.03, -0.06, -0.07], [-0.07, 0.01, 0.04]],
  "lowdin_charge": [-0.09, -0.10, -0.02, -0.19, -0.18, -0.02, -0.03, -0.14, -0.17, -0.12, -0.18, -0.15, -0.06, -0.19, -0.02, -0.09, -0.09, -0.02, -0.19, -0.02, -0.14, -0.17, -0.12, -0.18, -0.16, -0.05, 0.10, 0.10, 0.11, 0.11, 0.12, 0.13, 0.14, 0.13, 0.13, 0.12, 0.12, 0.14, 0.11, 0.10, 0.10, 0.11, 0.13, 0.14, 0.13, 0.11, 0.13, 0.13, 0.13, 0.14]
}